# 1
Here is C10H8INS2 as an isolated structure at a distorted geometry from OMol25. Energies are from ωB97M-V/def2-TZVPD.

Output
E_LUMO (spin up / spin down)   -1.80 / -1.75 eV
Energy   -1534.5352 Ha
HOMO-LUMO gap (spin up / spin down)   0.2096 / 0.2154 hartree
ΔE to the lowest compared entry with this formula, charge and spin   47.0 kcal/mol

ORCA input file:
```
! RIJCOSX wB97M-V def2-TZVPD def2/J DEFGRID3
* xyz 0 1
C 1.865 -1.268 -1.928
C -3.316 -0.155 1.892
C -2.705 -1.412 1.618
C -2.674 1.020 1.710
C -1.461 -1.479 1.035
C -1.461 0.975 1.088
C -0.861 -0.255 0.617
C 0.346 -0.186 -0.130
C 3.384 0.884 -1.116
C 2.075 0.694 -1.848
N 2.069 -1.950 -2.862
S 1.384 -1.507 -0.255
S 0.637 1.269 -0.978
I 2.132 1.634 -3.812
H -4.260 -0.057 2.307
H -3.198 -2.364 1.854
H -3.015 1.881 2.305
H -1.254 -2.465 0.796
H -0.884 1.913 0.738
H 3.720 1.975 -1.081
H 4.122 0.397 -1.785
H 3.353 0.456 -0.169
*
```

Table of natural (NBO) atomic charges, one value per atom, all in e: 0.0000 -0.1661 -0.1972 -0.2183 -0.1732 -0.1567 -0.1340 -0.3212 -0.6974 -0.4271 -0.3764 0.4219 0.5021 0.1461 0.2113 0.2223 0.2301 0.2330 0.2198 0.2219 0.2390 0.2200

# 2
Here is a 3-piece molecular cluster, C5H15NO3 overall at a distorted geometry from OMol25. Energies are from ωB97M-V/def2-TZVPD.

Output
E_LUMO   0.76 eV
Energy   -479.8909 Ha
HOMO-LUMO gap   0.3394 hartree
ΔE to the lowest compared entry with this formula, charge and spin   75.7 kcal/mol

ORCA input file:
```
! RIJCOSX wB97M-V def2-TZVPD def2/J DEFGRID3
* xyz 0 1
C 0.406 -1.490 -0.924
O 0.729 -2.410 -1.947
C -0.389 -2.096 0.215
C -1.437 -1.146 0.895
C -0.908 0.298 1.144
C 0.396 0.476 1.517
N 0.901 1.724 2.043
H -0.177 -0.491 -1.267
H 1.403 -1.192 -0.726
H 0.082 -3.032 -2.289
H -0.791 -3.040 -0.106
H 0.226 -2.403 1.095
H -1.704 -1.641 1.980
H -2.292 -1.228 0.386
H -1.650 1.069 0.978
H 1.188 -0.266 1.505
H 1.475 1.523 2.826
H 0.151 2.214 2.451
H -0.965 3.216 -1.695
H -0.764 2.329 -2.870
O -1.344 2.535 -2.113
H 1.366 1.829 -0.391
H 2.474 1.430 -1.365
O 1.624 1.791 -1.342
*
```

Table of natural (NBO) atomic charges, one value per atom, all in e: -0.0600 -0.7417 -0.4445 -0.3907 -0.2672 -0.0378 -0.8280 0.1726 0.1827 0.4704 0.2132 0.1973 0.1942 0.1995 0.2205 0.1945 0.3632 0.3617 0.4576 0.4771 -0.9332 0.4873 0.4642 -0.9532

# 3
Here is one molecule with the formula C3H6Cl2S at a distorted geometry from OMol25. Energies are from ωB97M-V/def2-TZVPD.

Output
E_LUMO   0.63 eV
Energy   -1436.4644 Ha
HOMO-LUMO gap   0.3739 hartree
ΔE to the lowest compared entry with this formula, charge and spin   2.6 kcal/mol

ORCA input file:
```
! RIJCOSX wB97M-V def2-TZVPD def2/J DEFGRID3
* xyz 0 1
C -1.520 0.999 1.399
C -0.865 -0.192 0.647
C 0.677 0.099 0.577
H -2.627 0.862 1.388
H -1.117 1.049 2.441
H -1.253 1.970 0.940
H -1.054 -1.082 1.324
H -1.589 0.361 -1.609
H 1.074 0.556 1.521
S -1.787 -0.768 -0.859
Cl 1.626 -1.295 0.236
Cl 1.045 1.479 -0.707
*
```

Table of natural (NBO) atomic charges, one value per atom, all in e: -0.6302 -0.3701 -0.1867 0.2335 0.2112 0.2237 0.2428 0.1384 0.2349 -0.0184 0.0366 -0.1157

# 4
Here is C19H23N5O4ReSi as an isolated structure from OMol25. Energies are from ωB97M-V/def2-TZVPD.

Output
E_LUMO (spin up / spin down)   -7.29 / -7.56 eV
⟨S²⟩   0.76
Energy   -1679.8009 Ha
HOMO-LUMO gap (spin up / spin down)   0.2953 / 0.2778 hartree
ΔE to the lowest compared entry with this formula, charge and spin   1.9 kcal/mol

ORCA input file:
```
! RIJCOSX wB97M-V def2-TZVPD def2/J DEFGRID3
* xyz 2 2
Re -1.482 -0.490 -0.465
C -0.238 2.908 0.791
C -0.733 1.866 1.737
C -0.823 2.065 3.118
C -1.321 1.068 3.933
C -1.744 -0.158 3.403
C -1.640 -0.278 2.047
N -1.144 0.696 1.254
N -1.962 -1.322 1.137
Si -2.712 -2.982 1.427
C -4.428 -2.651 2.032
C -2.644 -3.740 -0.266
C -1.603 -3.826 2.645
H -1.047 3.601 0.549
H 0.112 2.463 -0.141
H 0.567 3.488 1.238
H -0.502 3.009 3.533
H -1.391 1.234 5.000
H -2.139 -0.949 4.024
H -4.957 -1.960 1.372
H -4.442 -2.237 3.041
H -4.999 -3.582 2.056
H -3.190 -3.162 -1.015
H -3.112 -4.727 -0.233
H -1.617 -3.892 -0.611
H -1.615 -3.358 3.630
H -0.571 -3.863 2.291
H -1.939 -4.858 2.778
N 2.583 -1.242 -1.083
C 2.086 -1.967 -2.148
C 0.744 -1.824 -2.105
N 0.426 -0.997 -1.028
C 1.578 -0.669 -0.438
H 3.559 -1.154 -0.835
H 2.724 -2.508 -2.824
H -0.014 -2.224 -2.755
H 1.682 -0.039 0.430
O -2.923 0.662 -1.155
C -3.054 0.015 -2.300
O -2.232 -0.958 -2.394
C -4.014 0.400 -3.296
C -4.840 1.506 -3.066
C -5.769 1.866 -4.022
C -5.845 1.105 -5.175
C -5.043 0.006 -5.428
C -4.111 -0.351 -4.473
N -6.849 1.493 -6.207
O -6.932 0.778 -7.178
O -7.500 2.486 -5.983
H -4.750 2.073 -2.149
H -6.427 2.713 -3.895
H -5.160 -0.543 -6.350
H -3.464 -1.203 -4.630
*
```

Table of natural (NBO) atomic charges, one value per atom, all in e: 1.6239 -0.6604 0.2915 -0.2443 -0.0823 -0.2633 0.3646 -0.5076 -0.7970 1.7608 -1.1414 -1.1536 -1.1397 0.2659 0.2218 0.2574 0.2550 0.2557 0.2567 0.2560 0.2581 0.2766 0.2502 0.2849 0.2462 0.2537 0.2527 0.2772 -0.4527 -0.0457 -0.0645 -0.5597 0.2602 0.4613 0.2700 0.2612 0.2422 -0.6353 0.7982 -0.6538 -0.1629 -0.1365 -0.1884 0.1074 -0.2008 -0.1220 0.5196 -0.3303 -0.3307 0.2449 0.2772 0.2789 0.2426